C2H5N3O | ωB97M-V/def2-TZVPD

Computed properties:
Largest force on an atom (eV/Å): 2.26
HOMO-LUMO gap (eV): 10.6
Structure (SMILES): [H]/N=C/NC(N)=O

ORCA input file:
```
! RIJCOSX wB97M-V def2-TZVPD def2/J DEFGRID3
* xyz 0 1
H 0.061 -2.604 -0.350
N -0.136 -1.600 -0.274
C 0.944 -0.947 -0.015
N 0.908 0.400 0.194
C -0.222 1.213 -0.045
N -1.430 0.693 0.264
O -0.078 2.404 -0.283
H 1.948 -1.399 -0.007
H 1.780 0.908 0.229
H -2.251 1.251 0.082
H -1.525 -0.318 0.204
*
```